No. 1
The following is a DFT calculation (ωB97M-V/def2-TZVPD) of a cluster of 11 separate species, C38H57ClN3O16 in total.

* LUMO level: 0.0627 hartree
* Kohn-Sham gap: 7.850 eV

```
! RIJCOSX wB97M-V def2-TZVPD def2/J DEFGRID3
* xyz -1 1
O 10.012 1.128 4.533
C 2.895 4.760 0.213
H -8.926 1.492 5.429
C -0.926 2.789 6.810
H -7.943 -6.021 -1.027
H 2.384 4.175 0.964
H 7.255 2.036 1.465
H 3.876 -1.452 -6.050
H 3.657 6.692 0.969
N 2.995 4.194 -1.025
C -2.454 3.039 7.061
H 1.087 -7.995 -5.696
C 0.882 -6.935 -5.680
O 5.423 0.943 -6.700
O -0.532 -0.042 0.972
C -1.386 4.939 7.732
H -9.315 2.067 3.020
H -6.702 -0.059 5.508
C -6.604 0.436 3.358
H 6.347 1.397 2.782
H 0.655 -3.884 -6.842
C -7.106 0.494 4.673
H -5.854 -4.658 -0.476
C 0.277 -6.205 -4.696
C 0.571 -4.837 -6.341
C 3.808 -7.119 0.331
C 5.392 0.027 -5.842
H -7.529 1.121 1.433
H -5.331 1.347 -3.766
H -5.486 -3.310 -1.719
C -2.533 7.108 1.585
O -3.211 8.054 2.448
H 4.761 -0.882 -3.420
H 0.653 4.330 7.109
H -3.562 0.990 -4.014
Cl 0.227 -1.108 0.333
C -4.527 1.180 -4.483
C -8.340 -5.306 -1.748
H 5.956 -8.919 -0.742
H 2.561 3.348 -1.368
H -5.324 6.108 1.869
O 0.632 -0.697 -1.006
H 3.475 -6.345 1.022
O -4.048 -0.833 -5.781
H 8.008 2.833 5.416
H 6.351 -9.163 1.041
H -0.430 -4.126 -4.693
N 0.021 -4.933 -5.100
O -7.913 -2.937 -1.793
H -5.677 -0.014 3.031
H -3.268 4.955 1.365
H 5.712 -6.884 1.354
C 7.304 1.859 2.539
O 4.028 -10.541 0.767
H -2.894 2.223 7.635
H 9.159 3.785 4.511
O 5.932 0.148 -4.648
C 1.152 -6.032 -6.694
H 1.690 -6.166 -7.620
C -4.272 7.545 3.058
C -7.438 -4.039 -1.677
H -5.618 -5.012 -2.142
H -0.760 2.250 5.878
H 6.530 -1.228 -3.166
O 1.478 -1.472 0.967
H -0.006 -6.483 -3.692
H -0.424 2.200 7.578
C 3.526 5.947 0.198
C -5.999 -4.240 -1.472
C -0.389 4.237 6.805
H 4.606 6.927 -1.499
H 6.461 3.615 3.635
H -8.331 -5.762 -2.738
C 9.052 1.606 3.995
H -6.210 -0.538 -7.019
H -9.390 -5.076 -1.567
H 7.761 3.868 2.538
H -6.991 0.366 -5.733
C -6.118 0.345 -6.386
H -4.427 2.153 -4.964
O -0.494 -2.344 0.145
C 7.418 3.195 3.324
O -2.501 4.236 7.795
H -2.731 7.348 0.540
C 4.083 6.078 -1.083
C -4.558 6.159 2.643
O 3.382 -8.375 0.756
H 4.995 -2.949 -4.643
C -3.205 5.782 2.072
H -1.449 7.074 1.696
C -7.549 0.980 2.504
C 4.323 -9.351 0.624
H 6.604 -2.644 -5.187
H -2.920 3.057 6.076
C 5.736 -1.027 -3.885
C 4.961 -1.435 -6.154
H 3.819 4.798 -2.906
C -4.841 0.108 -5.548
H 5.227 -1.821 -7.139
H -2.586 5.274 2.812
O -4.895 8.213 3.838
C 5.658 -2.148 -4.970
H -0.556 4.742 5.854
O 8.373 1.067 2.965
H 3.382 -6.868 -0.640
O -1.308 5.995 8.350
H -5.998 1.222 -7.022
H -4.951 5.564 3.468
C 5.368 -7.211 0.373
C 8.445 2.966 4.426
C 5.688 -8.723 0.296
N -8.506 1.551 3.334
C 3.646 5.035 -1.867
C -8.262 1.230 4.618
H 5.849 -6.579 -0.373
*
```

No. 2
The following is a DFT calculation (ωB97M-V/def2-TZVPD) of a structure of composition C35H53F4Ge3N2O4SSiW.

* LUMO level (alpha / beta): 0.0527 / 0.0527 hartree
* relative energy (zero: lowest compared OMol25 entry of this formula, charge and spin): 121.84 kcal per mole
* Kohn-Sham gap (alpha / beta): 6.100 / 6.185 eV

```
! RIJCOSX wB97M-V def2-TZVPD def2/J DEFGRID3
* xyz -1 3
C 4.497 -1.983 -1.825
H -9.053 -5.536 4.050
H 3.966 3.687 -2.981
H 2.308 0.305 -2.828
H -0.716 -1.646 -3.643
H -0.289 1.822 3.202
C 1.248 0.118 1.624
H -2.215 1.799 0.798
C -1.297 0.639 -5.050
H -2.451 -1.715 3.576
C 2.774 2.088 2.233
H 3.008 -2.983 0.427
C -1.822 1.213 1.655
H 5.054 2.865 -1.982
H -0.241 0.338 -5.087
S 3.212 -4.984 2.771
H 1.569 -0.816 2.134
H 6.793 1.396 0.290
H 3.547 3.443 -0.005
H 5.161 0.613 -1.538
H -0.418 -1.436 -1.933
H 2.766 -2.647 -4.098
H 2.428 5.395 3.056
C 0.304 3.329 -3.437
C 3.773 4.065 3.964
C -1.243 -1.728 1.767
C 0.932 4.587 -3.317
H -1.401 1.676 -5.436
C 2.014 -2.859 -0.030
H 4.924 -0.166 -0.054
C 1.925 -2.755 -3.460
H -0.611 3.051 1.990
C -3.773 0.492 -3.440
C -0.724 5.348 -1.754
C -7.075 -4.884 3.691
F -10.338 -6.295 1.937
C -6.556 -4.023 1.614
H -4.170 -0.350 -4.021
H 4.248 4.737 4.726
H 4.868 -1.045 -2.345
N -1.113 1.687 -2.296
H 1.307 -2.297 0.649
H 4.916 -2.037 -0.819
Si -1.915 0.530 -3.281
C 4.198 3.544 -1.912
Ge 2.866 1.155 -0.518
O 2.326 -5.668 1.760
C -0.752 2.992 -2.593
H 1.054 -2.222 -3.828
H -8.136 -3.739 0.220
H -1.895 0.031 -5.757
H -1.792 2.672 3.163
F -2.760 4.216 -2.052
C -8.841 -4.546 2.187
C 3.135 3.152 -0.946
C -1.050 2.190 2.560
H -5.779 -3.660 0.923
H 4.669 4.455 -1.472
Ge 2.442 -1.943 -1.719
H 5.948 2.681 -0.587
O 4.437 -4.711 1.869
C 4.092 2.717 4.105
H 4.922 -2.771 -2.422
C 0.486 5.498 -2.386
C 2.160 1.140 1.349
C -1.420 4.147 -2.007
H -0.446 -2.534 1.543
H 5.490 2.051 1.174
H 1.587 3.792 1.459
H -6.558 -5.140 4.593
H -1.179 6.125 -1.137
C 5.772 1.839 0.142
C -1.452 -1.464 3.274
W 0.012 0.246 -1.501
H -2.037 -1.767 -2.359
H 4.631 2.410 5.001
H 0.730 2.555 -4.143
H 2.109 3.573 -1.147
C 2.017 -0.063 -1.816
C -1.202 -1.203 -2.772
H -2.158 -2.122 1.288
N -6.168 -4.328 2.846
H -4.401 0.511 -2.490
H 1.634 -3.802 -3.277
C 4.885 0.802 -0.515
H 1.114 6.343 -2.239
O 2.531 -3.816 3.367
H 1.652 -3.842 -0.243
H 4.216 0.739 3.259
C -10.258 -4.834 1.825
C 3.817 1.780 3.152
H -2.640 0.622 2.017
F -10.599 -4.454 0.599
Ge -0.550 -0.117 0.838
F -11.192 -4.373 2.733
H -0.768 -2.117 3.857
C -8.364 -5.062 3.358
C -7.931 -4.020 1.248
C 2.834 4.409 3.058
H -1.211 -0.449 3.568
C 2.339 3.468 2.187
O 3.522 -6.279 3.587
H 1.912 4.792 -3.748
H -4.123 1.359 -4.019
*
```

No. 3
The following is a DFT calculation (ωB97M-V/def2-TZVPD) of the ion C6H10N with charge +1.

* LUMO level (alpha / beta): -0.1307 / -0.2355 hartree
* relative energy (zero: lowest compared OMol25 entry of this formula, charge and spin): 95.50 kcal per mole
* Kohn-Sham gap (alpha / beta): 6.508 / 7.592 eV

```
! RIJCOSX wB97M-V def2-TZVPD def2/J DEFGRID3
* xyz 1 3
C -0.804 0.198 0.094
H 1.716 -1.918 0.253
C -3.001 -0.829 -0.048
H -2.429 -1.630 -0.254
C 0.562 -0.163 -0.039
N 2.988 -0.238 -0.025
H -2.554 1.419 -0.069
H -3.500 -0.909 0.923
C 1.714 -0.854 -0.080
H -3.833 -0.570 -0.857
H 3.365 -0.202 0.916
H 0.493 1.685 1.134
H 3.053 0.805 -0.346
H 0.395 2.188 -0.735
C -2.178 0.399 0.083
H 3.691 -0.549 -0.652
C 0.249 1.368 0.044
*
```

No. 4
The following is a DFT calculation (ωB97M-V/def2-TZVPD) of the molecule CH4F2Si.

* LUMO level: 0.0342 hartree
* relative energy (zero: lowest compared OMol25 entry of this formula, charge and spin): 1.93 kcal per mole
* Kohn-Sham gap: 12.758 eV

```
! RIJCOSX wB97M-V def2-TZVPD def2/J DEFGRID3
* xyz 0 1
H 1.487 0.471 -0.787
F -1.569 -1.247 0.622
H 1.369 -1.014 0.289
C 1.010 0.082 0.141
H -1.317 -0.338 -1.513
F -1.605 1.310 0.482
Si -0.888 0.040 -0.183
H 1.514 0.696 0.950
*
```

No. 5
The following is a DFT calculation (ωB97M-V/def2-TZVPD) of the molecule C18H14ClFN2O5.

* LUMO level: 0.0216 hartree
* Kohn-Sham gap: 9.496 eV

```
! RIJCOSX wB97M-V def2-TZVPD def2/J DEFGRID3
* xyz 0 1
H 2.971 -4.090 -3.531
N -0.007 -3.792 -0.921
C 0.532 -2.212 1.926
C -1.136 -1.081 0.665
Cl -1.885 -0.737 -0.854
H -0.038 1.060 -0.703
H -0.250 4.003 -0.648
H -3.660 2.246 -0.825
H 0.602 -1.812 4.017
O 1.935 3.442 -0.120
C -2.706 2.925 2.211
H -2.430 0.218 1.762
C -1.595 -0.462 1.816
C 1.395 -2.119 -1.437
C 2.136 -0.861 -1.383
C -0.070 -1.975 0.696
H -1.193 2.999 -1.793
N 0.253 2.024 -0.639
H 2.903 -2.323 -3.726
C -0.764 3.046 -0.788
C -3.159 2.508 0.083
O -1.581 3.141 1.515
C 0.419 -2.626 -0.525
H -4.722 2.296 1.662
C -3.715 2.534 1.386
H 3.269 1.205 -0.814
H -1.323 -0.240 3.920
C 2.436 1.108 -0.107
C 1.515 2.319 -0.283
C 1.485 -3.113 -2.392
C 2.312 -3.227 -3.610
F 1.575 -3.056 1.980
O 0.645 -4.095 -2.069
C -1.855 2.890 0.217
O 1.783 -0.137 -0.304
H -2.667 3.082 3.271
O 2.957 -0.513 -2.195
H 2.829 1.121 0.913
H 1.676 -3.372 -4.481
C 0.100 -1.599 3.087
C -0.971 -0.724 3.023
*
```

No. 6
The following is a DFT calculation (ωB97M-V/def2-TZVPD) of a cluster of 2 separate species, C2H3Br2O2Si in total.

* LUMO level: 0.1129 hartree
* relative energy (zero: lowest compared OMol25 entry of this formula, charge and spin): 30.51 kcal per mole
* Kohn-Sham gap: 8.107 eV

```
! RIJCOSX wB97M-V def2-TZVPD def2/J DEFGRID3
* xyz -1 1
C 0.510 -0.368 1.797
H -0.786 0.989 -2.251
O 1.115 -1.069 1.004
C -0.258 0.949 -1.322
O -0.304 0.455 1.985
Si 0.502 -0.870 -1.497
Br -1.459 -1.935 -1.608
Br 1.134 -1.217 3.979
H 0.584 1.765 -1.422
H -1.039 1.300 -0.666
*
```

No. 7
The following is a DFT calculation (ωB97M-V/def2-TZVPD) of a structure of composition C33H28IN3O2RuS3.

* LUMO level (alpha / beta): -0.2740 / -0.2739 hartree
* relative energy (zero: lowest compared OMol25 entry of this formula, charge and spin): 13.74 kcal per mole
* Kohn-Sham gap (alpha / beta): 6.322 / 6.324 eV

```
! RIJCOSX wB97M-V def2-TZVPD def2/J DEFGRID3
* xyz 2 1
C 0.957 2.413 1.211
N 0.437 -1.684 2.204
N -0.320 -0.799 1.704
H -5.066 -3.714 -0.447
H 1.610 -3.471 3.925
C 1.172 3.757 1.468
H -4.323 -0.515 2.286
H 2.756 -3.743 -3.014
H 1.585 1.897 6.257
O -0.900 0.483 -1.886
C 1.759 0.956 5.753
H 3.986 0.329 -3.528
H -5.877 -2.096 1.244
H -0.772 3.815 -5.434
C -1.966 0.500 2.985
H -1.087 1.103 3.207
C -1.025 0.596 -4.484
C 3.197 -0.398 -3.392
H -1.860 0.374 -7.739
H 4.544 -2.063 -3.296
H -1.503 2.521 -0.946
H -2.793 1.145 2.696
Ru -0.369 -0.038 0.031
H 0.018 0.012 6.574
C 1.178 -2.295 -3.069
H -1.437 2.803 -7.582
H -0.501 2.382 -3.419
H 3.339 -3.335 4.234
S 1.778 -0.713 0.137
C -2.148 -2.091 0.079
C -1.558 0.813 -6.798
C -3.982 -1.197 1.520
C 0.882 -0.945 -3.205
C -4.837 -2.077 0.954
C -0.604 4.258 -0.044
C 3.509 -1.749 -3.262
C 0.376 4.698 0.829
C -3.069 -3.027 -0.447
H -2.245 -0.032 3.900
C -1.418 0.009 -5.679
S -0.828 -0.492 -3.095
C 2.470 -2.813 3.826
C 2.507 -2.695 -3.104
H 1.620 1.059 -3.496
H 3.588 1.604 4.830
C 2.884 0.792 4.950
H -2.729 -3.707 -1.215
C 1.876 0.014 -3.370
H -1.615 -1.055 -5.738
H 4.005 -0.545 3.710
C -0.791 1.957 -4.370
C 1.113 -1.314 5.293
C -0.945 2.750 -5.498
H 1.554 1.652 1.696
C 0.879 -0.100 5.928
I 2.673 4.329 2.781
H 0.421 -2.138 5.424
N 0.011 1.993 0.355
H 0.384 -3.017 -2.934
C -1.658 -0.494 1.916
H -1.247 4.958 -0.559
C 3.120 -0.420 4.324
C -1.321 2.179 -6.706
C 1.626 -1.689 1.508
C -2.591 -1.221 1.168
C 2.232 -1.482 4.490
H 0.518 5.755 1.012
O -0.970 -1.958 -0.428
C -0.758 2.904 -0.262
C -4.362 -3.011 -0.020
S 2.911 -2.676 2.054
*
```